[1]
The following is a DFT calculation (ωB97M-V/def2-TZVPD) of a molecular structure, C12H32N2O5Rb in a non-equilibrium geometry.

Calculated values
Kohn-Sham gap, eV: 7.81
Highest occupied orbital energy, Eh: -0.39864
E, a.u.: -985.94215
Relative energy (zero: lowest compared OMol25 entry of this formula, charge and spin), eV: 1.333
LUMO energy, eV: -3.04
Charge: +1

Each line ends with the Löwdin charge.
Positions of all 52 atoms, in Å:
Rb  -19.0963  -11.1423  7.4005  1.039
C  -18.4789  -14.5521  7.9143  -0.093
O  -18.0328  -13.6301  6.9315  -0.358
C  -16.8211  -14.0105  6.2757  -0.199
C  -17.0220  -14.7775  4.9934  -0.210
N  -17.2528  -16.1838  5.2011  -0.060
C  -17.3912  -17.0152  4.0353  -0.202
C  -18.6164  -16.7832  3.1730  -0.234
O  -19.7197  -17.3656  3.8307  -0.193
C  -20.8730  -17.3932  3.0240  -0.114
H  -19.4836  -14.2991  8.2429  0.092
H  -17.7419  -14.6222  8.7180  0.093
H  -18.5587  -15.5635  7.4994  0.084
H  -16.1977  -14.6077  6.9481  0.136
H  -16.3070  -13.0808  6.0244  0.125
H  -16.1073  -14.6793  4.3993  0.132
H  -17.8352  -14.3085  4.4164  0.117
H  -17.8772  -16.4341  5.9506  0.093
H  -17.3827  -18.0670  4.3263  0.128
H  -16.5077  -16.9012  3.3902  0.124
H  -18.4825  -17.2325  2.1816  0.128
H  -18.8166  -15.7061  3.0658  0.114
H  -20.8321  -18.2134  2.2950  0.092
H  -21.0140  -16.4451  2.4940  0.087
H  -21.7264  -17.5928  3.6693  0.087
C  -23.6128  -7.9136  13.1755  -0.113
O  -22.8231  -8.9055  12.5606  -0.198
C  -21.6445  -9.1748  13.2972  -0.227
C  -20.9871  -10.3631  12.6249  -0.217
N  -19.5995  -10.5145  12.9935  -0.063
C  -18.9032  -11.5730  12.2867  -0.210
C  -18.5138  -11.0711  10.9008  -0.235
O  -17.7466  -11.9425  10.0838  -0.270
C  -16.6542  -12.5729  10.7239  -0.095
H  -23.0330  -7.0012  13.3807  0.090
H  -24.0359  -8.2569  14.1263  0.091
H  -24.4174  -7.6406  12.4976  0.088
H  -21.9130  -9.4195  14.3316  0.129
H  -20.9860  -8.2976  13.2628  0.129
H  -21.1393  -10.2790  11.5475  0.111
H  -21.5948  -11.2545  12.8865  0.132
H  -19.4863  -10.6370  13.9893  0.122
H  -19.5253  -12.4805  12.2026  0.132
H  -18.0149  -11.8391  12.8579  0.120
H  -17.9538  -10.1333  11.0183  0.135
H  -19.4264  -10.8335  10.3480  0.081
H  -16.9765  -13.4693  11.2576  0.098
H  -16.1387  -11.8843  11.3999  0.101
H  -15.9428  -12.8546  9.9490  0.092
O  -18.8836  -8.3443  8.2802  -0.129
H  -18.3647  -7.6232  8.6485  0.059
H  -19.7634  -8.2060  8.6455  0.044

[2]
The following is a DFT calculation (ωB97M-V/def2-TZVPD) of a molecular structure, C12H32NbO10P2 in a non-equilibrium geometry.

Calculated values
Kohn-Sham gap, eV: 3.49
Highest occupied orbital energy, Eh: -0.16881
E, a.u.: -1967.92252
LUMO energy, eV: -1.11
Charge: -1

Each line ends with the Löwdin charge.
Positions of all 57 atoms, in Å:
C  7.8743  -2.2390  1.3076  -0.162
C  8.1604  -1.1426  0.3037  -0.404
Nb  7.4808  1.0102  0.8490  0.957
C  5.5258  0.0935  1.5905  -0.498
C  4.2989  1.1952  1.7176  -0.316
C  2.9184  0.2851  1.9645  -0.128
C  2.3745  -0.4392  0.5915  -0.252
O  1.9571  -1.7121  0.6429  -0.045
O  2.3458  0.2670  -0.7235  -0.058
H  6.7993  -2.3791  1.8013  0.039
H  8.6963  -3.0011  1.6448  0.031
H  8.7022  -1.4012  -0.7243  0.012
H  6.7858  1.1758  -0.8495  -0.181
H  6.8667  2.6615  1.2867  -0.181
H  8.2777  0.8846  2.5084  -0.183
H  9.0742  1.7022  0.2284  -0.210
H  5.1962  -0.7081  0.7708  0.045
H  5.6241  -0.5215  2.6005  0.041
H  4.5244  1.8890  2.6615  0.104
H  4.2389  1.8644  0.7590  0.079
H  3.2721  -0.5943  2.6870  0.125
H  2.1042  0.9296  2.5071  0.117
H  3.2722  0.2984  -1.1065  0.131
C  0.0251  -1.2653  -1.5537  -0.149
O  -1.3077  -0.8201  -1.7202  -0.267
P  -1.6794  -0.3314  -3.3376  0.774
O  -3.0090  0.2438  -2.8302  -0.315
O  -1.9026  -1.9026  -3.7794  -0.285
C  -2.8676  -2.6807  -3.0922  -0.115
O  -2.0512  0.1573  -4.9549  -0.260
C  -2.4884  1.4927  -5.1312  -0.156
H  0.1532  -1.6145  -0.5259  0.071
H  0.2403  -2.0922  -2.2356  0.090
H  0.7158  -0.4394  -1.7427  0.062
H  -3.5906  -2.0762  -2.5410  0.078
H  -2.3524  -3.3474  -2.3950  0.088
H  -3.4083  -3.2900  -3.8208  0.089
H  -1.9248  2.1736  -4.4858  0.084
H  -3.5579  1.5683  -4.9214  0.084
H  -2.3247  1.7773  -6.1742  0.084
C  -3.7081  -0.6353  0.6576  -0.154
O  -4.0520  0.2111  1.7382  -0.255
P  -5.5369  1.0674  1.5038  0.768
O  -5.2128  1.9153  2.7416  -0.299
O  -6.3955  -0.2602  1.9664  -0.290
C  -6.1584  -0.8220  3.2459  -0.118
O  -7.0217  1.9237  1.2695  -0.264
C  -6.9520  3.3378  1.3005  -0.157
H  -2.7983  -1.1833  0.9163  0.093
H  -4.5089  -1.3541  0.4647  0.081
H  -3.5252  -0.0347  -0.2372  0.065
H  -5.6500  -0.1363  3.9265  0.085
H  -5.5529  -1.7250  3.1284  0.086
H  -7.1180  -1.1019  3.6878  0.088
H  -6.0478  3.6927  0.7963  0.085
H  -6.9749  3.6922  2.3337  0.085
H  -7.8269  3.7405  0.7828  0.082

[3]
The following is a DFT calculation (ωB97M-V/def2-TZVPD) of 4 unconnected molecules or ions with the total composition C12H32O12S4 in a non-equilibrium geometry.

Calculated values
Kohn-Sham gap, eV: 11.31
Highest occupied orbital energy, Eh: -0.40876
E, a.u.: -2971.88810
SMILES string: CCOS(C)(=O)=O.CCOS(C)(=O)=O.CCOS(C)(=O)=O.CCOS(C)(=O)=O
Relative energy (zero: lowest compared OMol25 entry of this formula, charge and spin), eV: 3.091
LUMO energy, eV: 0.19

Each line ends with the Löwdin charge.
Positions of all 60 atoms, in Å:
C  2.2409  -1.3663  1.0150  -0.054
C  0.8561  -1.9840  0.6910  -0.233
O  0.6894  -2.3370  -0.7307  -0.275
S  -0.7504  -2.1148  -1.3860  0.654
C  -0.8445  -0.2871  -1.2407  -0.102
O  -0.6750  -2.5180  -2.7885  -0.288
O  -1.7948  -2.6096  -0.4609  -0.310
H  2.2360  -1.0929  2.0702  0.079
H  2.4302  -0.4091  0.5291  0.070
H  2.9924  -2.1130  0.7587  0.073
H  0.8317  -2.9365  1.2204  0.114
H  -0.0336  -1.4989  1.0925  0.105
H  -0.9336  0.0328  -0.2025  0.045
H  -1.6792  0.0138  -1.8738  0.049
H  0.0626  0.1588  -1.6486  0.071
C  4.1241  -5.5456  3.8645  -0.066
C  4.7000  -4.2307  3.3890  -0.332
O  5.5067  -3.7806  4.4094  -0.265
S  6.9164  -3.0004  4.0584  0.700
C  6.1055  -1.4284  3.4454  -0.104
O  7.5622  -2.6347  5.2792  -0.271
O  7.6330  -3.5641  2.8655  -0.321
H  3.4828  -6.0229  3.1236  0.082
H  3.3174  -5.3155  4.5606  0.073
H  4.8090  -6.1709  4.4372  0.090
H  5.3365  -4.4512  2.5320  0.115
H  3.8757  -3.5740  3.1108  0.116
H  6.8761  -0.6586  3.4045  0.064
H  5.3325  -1.1822  4.1733  0.064
H  5.6486  -1.5336  2.4614  0.054
C  -5.1222  1.5085  -5.9918  -0.053
C  -3.9206  0.8794  -5.1714  -0.232
O  -4.3725  0.3922  -3.8855  -0.266
S  -4.3975  1.5089  -2.6493  0.666
C  -6.1969  2.0950  -2.7306  -0.077
O  -4.3001  0.8471  -1.3585  -0.307
O  -3.4159  2.5758  -2.8529  -0.314
H  -5.2563  2.5621  -5.7467  0.062
H  -6.0844  1.1089  -5.6718  0.070
H  -4.9692  1.3432  -7.0583  0.073
H  -3.3831  0.1490  -5.7762  0.119
H  -3.1251  1.5794  -4.9161  0.093
H  -6.8242  1.2110  -2.8445  0.069
H  -6.2369  2.7380  -3.6099  0.046
H  -6.4588  2.6587  -1.8352  0.068
C  -2.8427  2.9146  1.8969  -0.067
C  -1.8859  2.7526  0.7205  -0.250
O  -1.1373  3.9955  0.8618  -0.289
S  0.5932  3.8620  0.9208  0.736
C  0.9134  4.1190  -0.8993  -0.091
O  0.9781  5.0723  1.6783  -0.312
O  0.9630  2.4987  1.3298  -0.332
H  -3.5917  2.1244  1.8440  0.071
H  -3.4288  3.8301  1.8172  0.080
H  -2.4973  2.8243  2.9268  0.083
H  -1.2126  1.8978  0.7851  0.076
H  -2.3629  2.6283  -0.2517  0.096
H  0.6858  3.1628  -1.3704  0.053
H  1.9087  4.5256  -1.0785  0.068
H  0.1260  4.7900  -1.2427  0.064

[4]
The following is a DFT calculation (ωB97M-V/def2-TZVPD) of a molecular structure, C12H32O8P3V.

Calculated values
Kohn-Sham gap (alpha / beta), eV: 8.53 / 7.96
Multiplicity: 2
Highest occupied orbital energy (alpha / beta), Eh: -0.39254 / -0.37155
E, a.u.: -3046.45103
Relative energy (zero: lowest compared OMol25 entry of this formula, charge and spin), eV: 0.000
LUMO energy (alpha / beta), eV: -2.16 / -2.15
⟨S²⟩: 0.762
Charge: +1

Each line ends with the Löwdin charge.
Positions of all 56 atoms, in Å:
V  0.5375  -0.2044  -0.0523  0.743
C  2.2484  3.7369  -1.2218  -0.049
C  1.8705  2.3216  -0.8209  -0.546
O  0.5720  2.2469  -0.1809  -0.138
P  2.8793  1.6519  0.5360  0.505
O  4.3696  1.5241  0.0668  -0.064
O  2.9468  2.6655  1.7279  -0.040
O  2.2101  0.3886  0.9852  -0.304
P  1.7953  1.1799  -2.3149  0.379
O  3.1149  0.2364  -2.0345  -0.171
O  1.9225  1.8898  -3.5864  -0.238
O  0.5831  0.3062  -1.9997  -0.384
H  2.1493  4.4210  -0.3775  0.091
H  1.6067  4.0776  -2.0344  0.095
H  3.2713  3.7630  -1.5991  0.101
H  -0.0933  2.6120  -0.7806  0.097
H  4.4423  0.9516  -0.7185  0.087
H  3.5352  3.4261  1.6343  0.117
H  3.5497  0.0312  -2.8752  0.105
C  1.6066  -3.0499  -1.7662  -0.050
C  1.9842  -2.9352  -0.3101  -0.218
O  0.9255  -2.2396  0.3933  -0.304
C  0.9205  -2.4335  1.8291  -0.236
C  -0.3489  -3.1262  2.2626  -0.041
H  2.4244  -3.5092  -2.3215  0.093
H  1.4136  -2.0681  -2.2012  0.054
H  0.7192  -3.6705  -1.8881  0.089
H  2.9176  -2.3819  -0.1719  0.128
H  2.0914  -3.9200  0.1470  0.131
H  1.0308  -1.4531  2.3027  0.098
H  1.8036  -3.0108  2.1023  0.132
H  -1.2225  -2.5101  2.0482  0.050
H  -0.3194  -3.3075  3.3376  0.095
H  -0.4627  -4.0843  1.7563  0.093
C  -4.0709  1.7316  -0.5893  -0.129
C  -2.5542  1.6188  -0.4659  -0.393
P  -1.9246  0.1342  0.4160  0.934
C  -2.9478  -1.2367  -0.2304  -0.389
C  -2.6107  -1.5298  -1.6917  -0.130
C  -2.4612  0.3755  2.1577  -0.371
C  -1.3013  0.7567  3.0773  -0.139
H  -4.3481  2.7066  -0.9885  0.081
H  -4.5662  1.6175  0.3760  0.071
H  -4.4711  0.9756  -1.2640  0.070
H  -2.1564  2.4767  0.0873  0.082
H  -2.0836  1.6245  -1.4537  0.077
H  -4.0071  -1.0030  -0.1069  0.085
H  -2.7432  -2.1103  0.3924  0.071
H  -2.8019  -0.6663  -2.3306  0.074
H  -3.2070  -2.3594  -2.0691  0.082
H  -1.5573  -1.7963  -1.8098  0.056
H  -2.9408  -0.5454  2.4961  0.085
H  -3.2330  1.1475  2.1759  0.080
H  -0.5961  -0.0702  3.1818  0.052
H  -1.6611  1.0088  4.0743  0.080
H  -0.7514  1.6176  2.6914  0.070